A structure of composition C12H14BF3N6O2Zr. Source: the Open Molecules 2025 dataset; level of theory: ωB97M-V/def2-TZVPD.

Structure (XYZ):
```
39
Properties=species:S:1:pos:R:3:lowdin_charge:R:1
H -2.52823 -1.03249 1.78193 0.1001
N -1.18698 -1.00220 0.14187 -0.1067
B -0.04284 -1.24608 -2.11939 -0.4393
N -1.21107 -1.56125 -1.12144 -0.0220
C -2.28968 -2.35649 -1.23352 0.0043
Zr 0.47295 0.40809 0.83163 1.9218
H -2.47967 -2.88316 -2.15974 0.1487
C -3.00326 -2.29669 -0.03526 0.0112
H -3.91712 -2.80514 0.20659 0.1195
C -2.29939 -1.41370 0.79573 -0.0644
H -0.22875 -1.79544 -3.17209 0.1351
C 2.12946 1.27231 2.29977 -0.0295
H 2.16991 1.92368 3.17794 0.1082
H 1.80702 1.93156 1.44807 0.0472
H 3.10732 0.83399 2.08412 0.0876
N 1.25081 -1.75858 -1.40085 -0.0211
N 0.08479 0.30443 -2.30322 -0.0008
N 1.63865 -1.28517 -0.15397 -0.1286
N 0.32243 1.14655 -1.21632 -0.1400
C 2.09387 -2.72109 -1.79978 0.0034
C 0.01070 1.04745 -3.41610 0.0155
H 1.93624 -3.20993 -2.75305 0.1516
H -0.14515 0.57266 -4.37535 0.1544
C 3.07238 -2.88131 -0.82120 0.0011
C 0.17118 2.39413 -3.07753 0.0127
C 2.76351 -1.96935 0.19501 -0.0844
C 0.34987 2.42743 -1.69065 -0.0661
H 3.89856 -3.56438 -0.85298 0.1196
H 0.15980 3.23560 -3.74468 0.1235
H 3.26761 -1.77957 1.13465 0.1190
H 0.49484 3.26167 -1.01325 0.1287
H 1.37863 0.45799 2.60571 0.0441
F -3.04672 3.18509 4.05452 0.1935
C -1.92333 2.89445 3.37577 -0.4840
F -1.73532 3.84292 2.41363 0.1427
F -0.86170 2.97577 4.23131 0.1410
C -1.94235 1.47749 2.73148 -0.4192
O -2.87152 0.72321 2.92735 0.1847
O -0.86745 1.24555 2.02328 -0.2129
```

Calculated values
DFT total energy   -1315.7499 Eh
Net charge   +2
Orbital gap   6.693 eV